Entry 1:
{"formula": "C38H34AsN6S2Ti", "method": "ωB97M-V with the def2-TZVPD basis set", "symbols": ["Ti", "S", "N", "C", "C", "C", "C", "C", "N", "C", "C", "N", "C", "C", "C", "C", "C", "N", "H", "H", "H", "H", "H", "H", "N", "C", "C", "C", "C", "C", "C", "C", "C", "N", "C", "H", "H", "H", "H", "H", "H", "H", "H", "C", "As", "C", "C", "S", "H", "H", "H", "H", "H", "H", "H", "H", "H", "C", "C", "C", "C", "C", "C", "C", "C", "C", "C", "C", "C", "C", "C", "H", "H", "H", "H", "H", "H", "H", "H", "H", "H", "H"], "xyz": [[0.200099, 0.041988, 0.798295], [-4.023235, 6.304697, 2.208321], [-2.577593, 5.877135, 2.774262], [-2.291311, 4.698735, 2.237675], [-1.082340, 3.936615, 2.488059], [-0.053554, 4.344896, 3.341178], [1.051492, 3.531650, 3.475327], [1.122294, 2.349380, 2.744302], [0.149614, 1.939262, 1.922399], [-0.947308, 2.722176, 1.817459], [-1.989622, 2.217612, 0.936566], [-1.744377, 1.015891, 0.389094], [-2.648937, 0.524486, -0.460447], [-3.818934, 1.198114, -0.790784], [-4.079015, 2.429869, -0.219144], [-3.142563, 2.960685, 0.667726], [-3.280272, 4.233420, 1.349567], [-4.305979, 5.064388, 1.220212], [-0.137262, 5.281125, 3.877109], [1.870402, 3.799480, 4.126361], [1.997275, 1.718048, 2.817730], [-2.401848, -0.431737, -0.901591], [-4.504881, 0.753517, -1.498012], [-4.978902, 2.984030, -0.450665], [1.174723, -1.037641, 2.481349], [2.624854, -0.966188, 2.528587], [3.395324, -1.650115, 3.425015], [4.801594, -1.523040, 3.371832], [5.392905, -0.715541, 2.440621], [4.604186, 0.003766, 1.509156], [5.139434, 0.879569, 0.538970], [4.292491, 1.540467, -0.309795], [2.913157, 1.307225, -0.216948], [2.363906, 0.497539, 0.677361], [3.203352, -0.137947, 1.555772], [0.884805, -2.015903, 2.442665], [0.789004, -0.687084, 3.360635], [2.940920, -2.286984, 4.173347], [5.406507, -2.071176, 4.079777], [6.468771, -0.612187, 2.405568], [6.210723, 1.021582, 0.475341], [4.655623, 2.220808, -1.065434], [2.240710, 1.790499, -0.913599], [-2.966888, -4.572622, 1.776019], [-3.030260, -2.896089, 0.860966], [-4.630352, -1.963553, 1.352342], [-3.056697, -3.221703, -1.025096], [-1.304048, -1.819514, 1.575418], [-3.830743, -5.164623, 1.475126], [-2.993886, -4.383075, 2.848068], [-2.044314, -5.084970, 1.508697], [-5.492359, -2.613229, 1.208461], [-4.724376, -1.079858, 0.722905], [-4.553654, -1.670998, 2.398102], [-3.983215, -3.747437, -1.256759], [-2.195756, -3.829442, -1.292597], [-3.023781, -2.281185, -1.569733], [1.049453, 1.451874, -5.971273], [1.629098, 0.352312, -5.344009], [1.360630, 0.095116, -4.014574], [0.514175, 0.951605, -3.294328], [-0.039168, 2.070051, -3.928861], [0.216035, 2.310136, -5.266065], [0.220451, 0.734752, -1.886638], [0.406121, -0.364092, -1.126804], [0.688285, -1.760204, -1.482085], [-0.112514, -2.375763, -2.455979], [0.102653, -3.700287, -2.787698], [1.089428, -4.436383, -2.134716], [1.877737, -3.838459, -1.164952], [1.684348, -2.499126, -0.844636], [1.258201, 1.645721, -7.014229], [2.290720, -0.297651, -5.898705], [1.815628, -0.757940, -3.531362], [-0.672799, 2.749930, -3.371028], [-0.220876, 3.166897, -5.759108], [-0.124711, 1.643641, -1.376257], [-0.864720, -1.794378, -2.975457], [-0.485013, -4.168766, -3.566852], [1.250992, -5.469992, -2.407810], [2.659599, -4.406179, -0.680232], [2.350343, -2.027626, -0.129481]], "forces_ev_per_a": [[-0.3, -0.1, -0.2], [0.2, 0.0, -0.3], [-0.2, -0.2, 0.1], [0.2, 0.2, 0.1], [0.0, 0.0, -0.1], [0.0, -0.1, 0.0], [0.0, -0.1, -0.1], [0.0, 0.0, 0.0], [0.2, 0.0, 0.1], [-0.1, 0.0, -0.1], [0.1, 0.2, 0.1], [-0.1, 0.0, -0.3], [0.0, 0.1, 0.0], [0.1, 0.0, 0.0], [0.1, -0.1, 0.0], [0.0, 0.0, 0.1], [-0.2, 0.0, -0.2], [0.0, -0.1, 0.3], [0.0, 0.0, 0.0], [0.0, 0.0, 0.0], [0.0, 0.0, 0.0], [0.0, 0.1, 0.0], [0.0, 0.0, 0.0], [0.0, 0.0, 0.0], [0.1, -0.1, 0.2], [0.1, 0.0, 0.0], [0.1, 0.1, -0.1], [0.0, 0.0, 0.0], [-0.1, 0.0, 0.0], [0.0, 0.1, 0.0], [0.0, 0.0, 0.0], [-0.2, 0.0, 0.0], [0.1, 0.0, 0.0], [0.0, 0.0, -0.1], [0.1, -0.1, 0.0], [0.0, 0.0, 0.0], [-0.1, 0.0, 0.0], [0.0, 0.0, 0.0], [0.0, 0.0, 0.0], [0.0, 0.0, 0.0], [0.0, 0.0, 0.0], [0.0, 0.0, 0.0], [0.0, 0.0, 0.0], [0.0, 0.0, 0.0], [-0.2, 0.1, -0.1], [0.0, 0.1, 0.0], [0.0, 0.0, 0.0], [0.3, -0.1, 0.1], [0.0, 0.0, 0.0], [0.0, 0.0, 0.0], [0.0, 0.0, 0.0], [0.0, 0.0, 0.0], [0.0, 0.0, 0.1], [0.0, 0.0, 0.0], [0.0, 0.0, 0.0], [0.0, 0.0, 0.0], [0.0, -0.1, 0.0], [0.0, 0.0, 0.0], [0.0, 0.0, 0.0], [0.0, 0.0, -0.1], [0.0, -0.1, 0.1], [0.0, 0.0, 0.0], [0.0, 0.0, 0.0], [0.2, 0.1, 0.0], [-0.3, 0.0, 0.4], [-0.1, 0.1, -0.1], [0.2, -0.1, 0.1], [0.0, 0.0, 0.0], [0.0, 0.0, 0.0], [0.0, 0.0, 0.0], [0.0, -0.1, 0.0], [0.0, 0.0, 0.0], [0.0, 0.0, 0.0], [0.0, 0.0, 0.0], [0.0, 0.0, 0.0], [0.0, 0.0, 0.0], [-0.1, -0.1, -0.1], [0.0, 0.0, 0.0], [0.0, 0.0, 0.0], [0.0, 0.0, 0.0], [0.0, 0.0, 0.0], [0.0, 0.0, 0.0]], "lowdin_charge": [0.9280, 1.1357, -0.1835, -0.2984, -0.0494, 0.0743, 0.0182, -0.0733, 0.0310, -0.1210, -0.1258, -0.0214, -0.1387, 0.0022, 0.0719, -0.0488, -0.3006, -0.1853, 0.1445, 0.1326, 0.1112, 0.0793, 0.1310, 0.1433, -0.0366, -0.2365, 0.0334, -0.0133, 0.0232, -0.1195, 0.0596, 0.0126, -0.0628, 0.0030, -0.1985, 0.0395, 0.1214, 0.1362, 0.1297, 0.1371, 0.1439, 0.1300, 0.1175, -0.2212, 0.8307, -0.2109, -0.2088, 0.3562, 0.0638, 0.0566, 0.0546, 0.0635, 0.0247, 0.0565, 0.0673, 0.0367, 0.0258, -0.0278, -0.0360, -0.0116, -0.2170, -0.0209, -0.0435, -0.0746, -0.2315, -0.2723, -0.0618, -0.0569, -0.0410, -0.0416, -0.0387, 0.1237, 0.1208, 0.1162, 0.1171, 0.1203, 0.1135, 0.1275, 0.1241, 0.1216, 0.1189, 0.0991], "charge": 3, "mol_weight_g_mol": 761.7, "e_tot_ev": -154502.4828, "gap_ev": 6.27, "homo_energy_ev": -15.5, "de_lowest_ev": 0.3142, "spin_multiplicity": 1, "lumo_energy_ev": -9.26}

=====

Entry 2:
{"formula": "C26H35BrGeIrN2O4", "method": "ωB97M-V with the def2-TZVPD basis set", "symbols": ["Ir", "C", "O", "C", "C", "O", "C", "C", "O", "C", "H", "H", "H", "H", "H", "H", "H", "H", "H", "H", "H", "H", "H", "H", "Br", "C", "C", "C", "C", "O", "C", "C", "N", "C", "C", "C", "C", "C", "C", "C", "C", "N", "C", "C", "H", "H", "H", "H", "H", "H", "H", "H", "H", "H", "C", "Ge", "C", "C", "C", "H", "H", "H", "H", "H", "H", "H", "H", "H", "H", "H"], "xyz": [[0.345300, 0.339300, 0.640400], [1.259400, 2.986700, 2.876400], [0.427000, 2.641100, 1.777800], [0.013300, 3.800400, 1.068600], [-1.002600, 3.387700, 0.007100], [-0.534300, 2.323000, -0.797900], [0.239100, 2.674300, -1.938000], [1.718100, 2.322500, -1.791000], [1.779700, 0.939200, -1.500000], [2.953000, 0.291600, -1.957800], [0.724600, 3.673300, 3.541300], [2.183600, 3.465100, 2.536100], [1.500000, 2.070700, 3.409400], [0.880800, 4.295000, 0.611600], [-0.460000, 4.507200, 1.762100], [-1.263300, 4.251500, -0.611700], [-1.909400, 3.020900, 0.496200], [0.124300, 3.733100, -2.180500], [-0.160800, 2.070100, -2.760800], [2.212900, 2.896800, -0.997100], [2.217000, 2.536700, -2.742200], [3.045700, 0.379800, -3.044300], [2.833700, -0.755300, -1.694300], [3.851500, 0.705500, -1.489600], [-2.872200, -0.396600, -5.939500], [-1.945900, -0.637700, -4.313200], [-0.733700, -1.357600, -4.320300], [-0.038700, -1.525200, -3.161600], [-0.505000, -1.014600, -1.912600], [0.161000, -1.226300, -0.856800], [-1.765400, -0.282800, -1.920800], [-2.353000, 0.216400, -0.734700], [-1.836600, 0.146800, 0.473300], [-2.532900, 0.350900, 1.629600], [-3.910400, 0.585400, 1.722700], [-4.541100, 0.666500, 2.959000], [-3.845800, 0.474600, 4.131600], [-2.463300, 0.199700, 4.097100], [-1.711700, -0.096200, 5.252200], [-0.381200, -0.413300, 5.122700], [0.194700, -0.397700, 3.852900], [-0.474400, -0.086400, 2.760100], [-1.792500, 0.181100, 2.841600], [-2.440300, -0.109600, -3.137200], [-0.364700, -1.760200, -5.250300], [0.896000, -2.063000, -3.162900], [-3.322900, 0.695100, -0.868600], [-4.504000, 0.711900, 0.830700], [-5.599900, 0.869300, 2.992300], [-4.344000, 0.513900, 5.087600], [-2.192500, -0.107200, 6.219500], [0.213500, -0.703600, 5.973400], [1.225500, -0.686900, 3.729600], [-3.371800, 0.435900, -3.146000], [3.817300, -2.812700, 2.388600], [2.248000, -2.431200, 1.162900], [0.626600, -3.313000, 1.894600], [2.725000, -3.140000, -0.625000], [2.257800, -0.375900, 1.319100], [3.987600, -3.882000, 2.293100], [3.592700, -2.577400, 3.423400], [4.705300, -2.279700, 2.064600], [0.654700, -4.358700, 1.602400], [-0.280300, -2.872700, 1.493900], [0.590700, -3.272300, 2.979600], [2.794900, -4.221800, -0.539700], [3.684600, -2.766500, -0.972100], [1.952300, -2.920600, -1.351600], [3.013000, 0.004800, 0.639500], [2.545600, -0.100500, 2.329100]], "forces_ev_per_a": [[0.7, -0.8, -0.3], [0.3, 0.0, 0.4], [-0.2, -0.9, -0.3], [-0.3, 0.1, -0.7], [0.0, 0.3, 0.7], [0.4, -0.3, 0.1], [0.5, -0.2, -0.6], [-0.5, 0.5, 0.1], [-1.0, 0.1, 0.9], [0.4, -0.4, 0.1], [0.1, -0.1, 0.0], [-0.1, -0.1, 0.0], [0.0, 0.0, 0.0], [0.0, -0.1, 0.1], [0.1, -0.1, -0.1], [0.0, -0.1, 0.1], [0.1, 0.0, 0.0], [0.0, 0.0, 0.0], [0.0, 0.2, 0.0], [0.0, 0.0, -0.1], [0.0, -0.1, 0.1], [-0.1, 0.1, 0.1], [0.1, 0.0, 0.0], [-0.1, 0.0, 0.0], [0.0, 0.0, 0.2], [-0.2, 0.2, 0.2], [-0.8, 0.4, 0.0], [0.3, 0.1, 1.1], [-2.3, 1.2, -2.3], [1.8, 0.4, 4.0], [1.4, -0.6, 0.2], [0.2, -0.2, 0.5], [1.1, 0.3, -1.9], [-1.5, 0.3, 1.7], [1.2, -0.1, -0.4], [0.0, 0.0, 0.8], [-0.1, 0.0, -0.4], [0.1, 0.1, -0.4], [0.4, -0.1, -0.2], [-0.5, 0.1, 0.1], [0.5, -0.2, -0.2], [1.0, 0.1, -1.7], [-1.2, 0.1, -0.3], [0.0, -0.2, -0.8], [0.1, -0.1, -0.1], [0.1, -0.1, 0.0], [-0.1, -0.2, 0.2], [-0.1, -0.1, -0.1], [-0.1, 0.0, 0.0], [-0.1, 0.0, 0.1], [-0.1, 0.0, 0.1], [0.1, 0.0, 0.0], [0.1, 0.0, 0.0], [-0.1, 0.1, 0.0], [-1.0, 0.0, -0.8], [1.1, -0.3, 0.8], [0.4, 0.5, -0.3], [-0.3, 0.3, 0.5], [-1.6, -0.7, -0.8], [0.2, -0.1, 0.1], [0.0, 0.0, 0.1], [0.1, 0.1, 0.0], [0.0, -0.1, -0.1], [-0.2, 0.0, -0.1], [0.1, 0.1, 0.1], [0.0, -0.1, 0.1], [0.1, 0.1, 0.0], [-0.1, 0.0, -0.1], [0.0, 0.1, -0.3], [-0.4, 0.3, 0.1]], "lowdin_charge": [1.5399, -0.0546, -0.2809, -0.1630, -0.1471, -0.2257, -0.1286, -0.1551, -0.2655, -0.0541, 0.1107, 0.1100, 0.0774, 0.1391, 0.1482, 0.1464, 0.1302, 0.1458, 0.1402, 0.1372, 0.1475, 0.1171, 0.0630, 0.1111, 0.8122, -0.6689, -0.0712, 0.0189, -0.3300, -0.1361, -0.1362, -0.0280, -0.0246, -0.2082, 0.0281, -0.0301, 0.0127, -0.1237, 0.0536, 0.0045, -0.1037, 0.0441, -0.1425, -0.0658, 0.1195, 0.1171, 0.1452, 0.1170, 0.1256, 0.1307, 0.1397, 0.1280, 0.1020, 0.1192, -0.1953, 0.8311, -0.2024, -0.1984, -0.3149, 0.0236, 0.0133, 0.0219, 0.0310, 0.0000, 0.0154, 0.0359, 0.0281, -0.0149, -0.0049, -0.0080], "charge": 2, "mol_weight_g_mol": 784.3, "e_tot_ev": -168078.5008, "gap_ev": [4.87, 4.86], "homo_energy_ev": [-13.3, -13.3], "de_lowest_ev": 0.0810, "spin_multiplicity": 2, "lumo_energy_ev": [-8.48, -8.46]}

=====

Entry 3:
{"formula": "C2H6N5", "method": "ωB97M-V with the def2-TZVPD basis set", "symbols": ["C", "C", "N", "N", "N", "N", "N", "H", "H", "H", "H", "H", "H"], "xyz": [[-2.883985, 1.438994, 0.813517], [-3.276540, 0.716256, -0.025281], [5.072935, 0.567846, 0.451662], [4.095210, 0.190963, 0.235664], [-0.607403, -0.623326, -0.331445], [1.503476, -0.802551, -0.173685], [0.492162, -0.148454, -0.001235], [-2.425103, 1.977615, 1.511929], [-3.754915, 0.124918, -0.755194], [-1.578776, -0.100515, -0.141784], [-0.554324, -1.381087, -0.967623], [1.444452, -1.654229, -0.689537], [2.472814, -0.306432, 0.073013]], "forces_ev_per_a": [[0.0, -0.5, -0.5], [-1.3, -1.3, -1.7], [2.9, 1.1, 0.6], [-2.4, -0.8, -0.5], [-2.9, 0.9, -0.3], [4.7, 0.6, 0.0], [-1.9, 3.0, 2.3], [1.4, 2.1, 2.5], [-0.3, -0.2, -0.4], [2.4, -0.7, -0.2], [-0.6, -1.4, -0.6], [0.4, -1.1, -0.4], [-2.4, -1.6, -0.7]], "lowdin_charge": [0.0775, 0.0069, 0.1371, 0.0521, 0.1394, 0.1230, -0.0608, 0.0132, 0.0536, 0.1111, 0.1225, 0.1345, 0.0900], "charge": 1, "mol_weight_g_mol": 100.1, "e_tot_ev": -9611.4378, "gap_ev": 10.85, "homo_energy_ev": -15.0, "de_lowest_ev": 3.5782, "spin_multiplicity": 1, "lumo_energy_ev": -4.16}

=====

Entry 4:
{"formula": "C4H13NO2", "method": "ωB97M-V with the def2-TZVPD basis set", "symbols": ["C", "C", "C", "C", "N", "H", "H", "H", "H", "H", "H", "H", "H", "H", "O", "H", "H", "O", "H", "H"], "xyz": [[-1.086365, -0.904021, -1.978557], [-0.439438, 0.207755, -1.654032], [-0.766796, 0.997458, -0.400768], [-0.058237, 0.665709, 0.911425], [0.796591, -0.489700, 0.881869], [-1.932325, -1.467182, -1.529566], [-0.847207, -1.361887, -3.001734], [0.260398, 0.803218, -2.207096], [-0.605989, 2.131229, -0.668498], [-1.812376, 1.049291, -0.389548], [-1.003369, 0.504690, 1.658152], [0.570071, 1.603449, 1.230125], [0.455368, -1.198373, 0.288519], [1.706754, -0.229966, 0.838182], [5.174296, -1.553503, -3.696902], [5.691737, -2.208782, -4.016292], [5.593442, -1.283991, -2.807713], [-4.120566, 0.587747, 5.566326], [-3.488359, 0.732359, 4.863523], [-4.087629, 1.414498, 6.112585]], "forces_ev_per_a": [[0.4, -1.2, -3.0], [-0.9, 0.6, 1.8], [1.0, 2.8, -1.8], [-1.6, 1.1, 1.9], [-3.0, 0.5, 1.6], [0.8, 1.0, 0.4], [-0.2, 0.6, 1.5], [0.5, -0.9, -1.1], [0.3, -1.9, 0.4], [-1.8, -0.6, 0.9], [2.5, 0.5, -1.1], [-1.3, -1.9, -0.2], [0.2, -0.8, -0.8], [3.1, 0.2, -0.6], [-1.6, 4.0, 3.8], [2.6, -3.3, -1.6], [-1.0, -0.7, -2.2], [-0.2, 1.1, 1.0], [0.2, 0.1, -0.2], [0.0, -1.2, -0.8]], "lowdin_charge": [-0.0202, -0.2074, -0.2481, -0.2990, 0.0092, 0.0728, 0.0728, 0.0912, 0.1300, 0.0683, 0.1303, 0.1320, 0.0457, 0.0230, -0.0459, -0.0440, 0.0898, -0.0762, 0.0183, 0.0572], "charge": 0, "mol_weight_g_mol": 107.2, "e_tot_ev": -9941.3338, "gap_ev": 9.65, "homo_energy_ev": -8.9, "de_lowest_ev": 2.8628, "smiles": "C=CCCN.O.O", "spin_multiplicity": 1, "lumo_energy_ev": 0.76}

=====

> What is the charge in the third record?

+1

=====

> Which formula does entry 3 have?

C2H6N5